# 1
A molecular structure, C30H44N8O3Pt in a non-equilibrium geometry, computed with wB97M-V/def2-TZVPD.

```
86
Properties=species:S:1:pos:R:3:forces:R:3
Pt -0.233226 -0.950447 -1.281882 -0.729 -1.489 -2.105
C -3.850120 -2.123207 4.671694 -0.022 0.046 -0.060
C -4.386530 -1.168351 3.588984 -0.111 -0.081 0.132
C -5.782103 -1.639504 3.171015 0.115 0.023 0.004
C -4.504661 0.253381 4.159121 0.024 -0.071 -0.046
C -3.406307 -1.184551 2.431601 0.065 0.019 -0.047
C -3.715873 -1.708651 1.178192 0.060 0.054 0.044
C -2.764432 -1.686108 0.176760 -0.213 -0.166 -0.005
N -1.546977 -1.180377 0.361719 0.837 0.329 -0.757
C -1.187913 -0.713125 1.575400 -0.216 -0.107 -0.024
C -2.109326 -0.697171 2.607270 -0.029 -0.041 -0.039
C 0.216325 -0.261835 1.728602 0.432 0.201 0.044
C 0.789437 0.043601 2.952278 -0.272 -0.076 0.151
C 2.122159 0.443055 3.043797 0.052 0.008 -0.235
C 2.839315 0.469431 1.849591 0.003 -0.008 0.113
C 2.201167 0.144062 0.665480 -0.041 0.065 0.268
N 0.921651 -0.189389 0.597775 0.583 0.306 0.605
C 2.715047 0.843501 4.384476 0.013 0.036 0.076
C 4.193552 1.220040 4.267345 -0.095 -0.042 -0.014
C 1.934915 2.065134 4.899928 0.072 -0.049 -0.010
C 2.580541 -0.324121 5.373306 0.015 0.030 -0.066
H -4.557142 -2.164538 5.500273 0.017 -0.002 0.016
H -2.887382 -1.792407 5.063874 -0.001 -0.004 0.006
H -3.730976 -3.131380 4.272251 0.003 -0.011 0.033
H -6.443297 -1.592258 4.035140 -0.024 -0.005 -0.010
H -5.774810 -2.673038 2.821754 -0.024 0.005 -0.010
H -6.207626 -1.002246 2.392772 -0.020 -0.022 -0.013
H -5.213505 0.243691 4.986643 0.006 0.039 0.013
H -4.876783 0.947845 3.403013 0.005 0.028 0.015
H -3.556096 0.633277 4.540052 -0.007 0.000 -0.006
H -4.683318 -2.139852 0.969721 0.007 0.006 -0.024
H -2.976349 -2.087555 -0.805442 0.038 0.035 0.000
H -1.821240 -0.305229 3.571651 0.029 0.009 -0.038
H 0.197533 -0.041239 3.853388 0.045 0.037 0.006
H 3.886093 0.732729 1.829942 0.004 0.024 0.007
H 2.752901 0.158621 -0.269374 -0.021 0.007 -0.025
H 4.340418 2.071224 3.599893 0.031 -0.013 -0.009
H 4.793623 0.378527 3.916446 0.028 0.025 -0.015
H 4.569600 1.505792 5.248946 0.002 -0.002 0.006
H 2.006248 2.894088 4.193279 -0.017 0.015 0.023
H 2.355141 2.391926 5.851350 -0.021 0.002 0.012
H 0.880225 1.836092 5.057724 -0.003 0.008 0.008
H 3.080183 -1.214643 4.989027 -0.008 -0.018 0.030
H 1.537956 -0.572748 5.575293 0.006 -0.013 0.004
H 3.048591 -0.053870 6.319769 -0.024 -0.004 0.020
N 1.158705 -1.146948 -3.006990 -0.812 0.214 0.998
C 1.240690 -2.589663 -3.354320 0.172 -0.429 0.285
C 2.407590 -3.018168 -4.250964 0.070 0.324 -0.119
C 2.657824 -2.195993 -5.533754 -0.119 0.042 0.169
C 3.780099 -1.149804 -5.411352 -0.080 -0.192 0.007
N 3.631700 -0.084054 -6.413847 -0.017 -0.239 -0.048
C 3.563954 1.220754 -6.226462 0.019 0.095 0.001
N 3.256768 2.025137 -7.244151 0.021 0.027 -0.050
N 3.753932 1.762121 -5.011005 0.003 -0.054 -0.001
C 1.303452 -3.376788 -1.999704 0.377 0.025 -1.211
O 2.052948 -4.323213 -1.923828 -0.245 0.058 0.285
O 0.505744 -2.936220 -1.097517 -0.780 1.318 0.973
H 0.939881 -0.580090 -3.818537 0.001 0.062 0.026
H 2.046952 -0.855601 -2.611333 0.111 0.155 -0.132
H 0.294842 -2.859155 -3.827783 -0.056 0.137 0.023
H 2.180179 -4.040665 -4.543627 0.069 -0.061 0.113
H 3.318685 -3.086382 -3.650375 -0.005 -0.014 -0.007
H 1.732476 -1.710698 -5.861562 0.024 0.040 -0.016
H 2.948928 -2.885551 -6.325924 -0.112 0.026 -0.095
H 4.741563 -1.633475 -5.582561 0.057 0.040 0.132
H 3.813291 -0.719964 -4.413625 -0.093 0.120 0.035
H 3.535176 -0.417288 -7.362200 -0.030 0.080 -0.033
H 3.073810 1.664105 -8.165648 -0.022 -0.037 0.015
H 3.303182 3.025688 -7.155108 0.043 0.015 0.016
H 4.254018 1.238896 -4.313692 0.059 -0.024 -0.012
H 3.825659 2.763063 -4.929262 -0.027 0.017 -0.021
N -4.635195 2.464946 0.313709 -0.040 -0.019 -0.011
C -3.952700 3.296328 -0.508292 -0.051 -0.078 0.055
O -4.274907 4.445989 -0.704196 0.063 -0.054 0.011
C -2.712518 2.745263 -1.178899 0.099 0.168 -0.219
C -1.910525 3.670344 -1.839853 -0.033 -0.122 0.027
C -0.773859 3.229544 -2.495520 -0.125 0.024 -0.015
C -0.463137 1.884708 -2.446748 0.034 0.137 -0.210
N -1.225703 0.988892 -1.817016 0.928 -0.931 0.697
C -2.334948 1.414248 -1.207040 -0.302 -0.044 0.090
H -5.480298 2.823967 0.727545 -0.016 -0.014 -0.005
H -4.417674 1.493465 0.434958 0.024 0.009 0.021
H -2.214182 4.708878 -1.830205 0.022 0.007 -0.014
H -0.147091 3.922707 -3.038654 0.051 -0.049 0.027
H 0.418534 1.498425 -2.943127 0.020 0.038 0.103
H -2.944475 0.644075 -0.751363 0.108 0.050 0.032
```
Forces are in eV/Å.

Properties
Charge: +2
ΔE to the lowest compared entry with this formula, charge and spin, kcal per mole: 51.94
HOMO level, eV: -12.53
Max |F|, eV Å⁻¹: 2.68
Orbital gap, eV: 7.4
LUMO energy, hartree: -0.1888
E, hartree: -1952.26121
2S+1: 1



# 2
3 unconnected molecules or ions with the total composition C4H11NO2 in a non-equilibrium geometry, computed with wB97M-V/def2-TZVPD.

```
18
Properties=species:S:1:pos:R:3:forces:R:3
C 1.111495 1.652236 -0.727780 -0.361 -0.075 0.108
C 1.325058 0.653050 0.370479 1.644 -1.002 -0.158
O 1.655602 -0.512306 0.201602 -0.283 1.507 0.271
O 1.335814 1.218063 1.586210 -0.291 0.239 0.148
H 0.518865 1.206078 -1.522268 -0.012 -0.032 0.005
H 0.620686 2.540560 -0.342233 -0.006 0.057 -0.065
H 2.082421 1.927552 -1.141260 0.023 -0.054 0.089
H 1.561452 0.556657 2.258756 0.001 -0.110 -0.263
C -0.526196 -2.239105 -0.633757 2.218 0.008 0.882
N -0.811339 -2.162383 -1.853061 -0.377 -0.166 -0.894
H 0.490728 -1.881600 -0.179374 -2.120 -0.974 -0.829
H -1.258520 -2.701827 0.023277 -0.109 0.100 0.179
H -0.057904 -1.790131 -2.434209 0.056 0.135 0.325
C -1.584142 0.345405 0.872011 -0.086 -1.641 -0.729
H -1.414041 -0.100151 1.846826 -0.070 0.047 0.257
H -1.339139 1.398232 0.915128 0.450 -0.007 -0.399
H -2.638070 0.253637 0.628336 -0.225 0.035 0.120
H -1.072768 -0.363965 0.131317 -0.454 1.935 0.951
```
Forces are in eV/Å.

Properties
ΔE to the lowest compared entry with this formula, charge and spin, kcal per mole: 39.87
HOMO level, eV: -9.42
Max |F|, eV Å⁻¹: 2.48
Orbital gap, eV: 10.1
SMILES string: CC(=O)O.C=N.C
LUMO energy, hartree: 0.0232
E, hartree: -364.20463
2S+1: 1